{
  "formula": "C38H68FN8O6S2",
  "method": "wB97M-V/def2-TZVPD",
  "symbols": ["C", "C", "O", "O", "C", "C", "C", "C", "C", "C", "S", "O", "O", "N", "S", "O", "O", "C", "C", "F", "H", "H", "H", "H", "H", "H", "H", "H", "H", "H", "H", "H", "H", "H", "H", "H", "H", "H", "H", "C", "C", "C", "C", "N", "H", "H", "H", "H", "H", "H", "H", "C", "C", "C", "C", "N", "H", "H", "H", "H", "H", "H", "H", "C", "C", "C", "C", "N", "H", "H", "H", "H", "H", "H", "H", "C", "C", "C", "C", "N", "H", "H", "H", "H", "H", "H", "H", "C", "C", "C", "C", "N", "H", "H", "H", "H", "H", "H", "H", "C", "C", "C", "C", "N", "H", "H", "H", "H", "H", "H", "H", "C", "C", "C", "C", "N", "H", "H", "H", "H", "H", "H", "H"],
  "positions_angstrom": [[-1.946, 4.581, 3.511], [-3.241, 3.914, 3.942], [-4.274, 4.262, 3.430], [-3.281, 2.898, 4.827], [-2.243, 2.850, 5.810], [-1.639, 1.430, 5.826], [-0.509, 1.265, 4.787], [-1.028, 1.049, 3.350], [-0.539, -0.259, 2.701], [0.989, -0.376, 2.657], [1.755, 0.771, 1.500], [1.484, 2.139, 1.958], [3.187, 0.442, 1.562], [1.035, 0.435, 0.083], [1.971, 0.747, -1.237], [2.833, -0.402, -1.525], [2.655, 2.031, -1.196], [0.742, 0.806, -2.562], [1.234, 1.566, -3.800], [2.608, 1.506, -3.980], [-2.139, 5.090, 2.573], [-1.093, 3.902, 3.456], [-1.665, 5.361, 4.229], [-2.707, 2.996, 6.795], [-1.479, 3.621, 5.712], [-1.286, 1.155, 6.823], [-2.484, 0.765, 5.609], [0.122, 0.445, 5.138], [0.067, 2.196, 4.793], [-0.752, 1.889, 2.708], [-2.123, 0.997, 3.362], [-0.989, -0.413, 1.718], [-0.905, -1.077, 3.339], [1.424, -0.159, 3.632], [1.295, -1.397, 2.422], [-0.183, 1.274, -2.213], [0.512, -0.215, -2.866], [0.924, 2.609, -3.783], [0.793, 1.108, -4.689], [-3.075, 3.967, 0.264], [-4.118, 3.180, -0.522], [-4.043, 1.673, -0.258], [-2.728, 1.147, -0.653], [-1.691, 0.767, -0.965], [-2.061, 3.681, -0.020], [-3.180, 5.036, 0.072], [-3.189, 3.802, 1.337], [-3.986, 3.370, -1.590], [-5.116, 3.535, -0.254], [-4.812, 1.146, -0.824], [-4.201, 1.465, 0.801], [-5.115, 2.940, -5.232], [-4.019, 3.090, -6.281], [-3.215, 1.804, -6.490], [-2.538, 1.385, -5.256], [-1.970, 1.023, -4.328], [-4.696, 2.707, -4.251], [-5.682, 3.868, -5.134], [-5.814, 2.145, -5.503], [-3.346, 3.895, -5.984], [-4.470, 3.381, -7.233], [-2.453, 1.946, -7.255], [-3.870, 0.995, -6.816], [1.283, -1.576, -5.181], [1.703, -2.129, -6.541], [1.384, -1.177, -7.701], [-0.064, -0.925, -7.789], [-1.195, -0.743, -7.855], [0.203, -1.425, -5.126], [1.557, -2.270, -4.386], [1.774, -0.624, -4.975], [1.208, -3.088, -6.711], [2.778, -2.321, -6.532], [1.716, -1.602, -8.648], [1.895, -0.223, -7.561], [-0.651, 6.716, -7.737], [-0.164, 7.108, -6.346], [0.648, 6.001, -5.665], [-0.166, 4.788, -5.497], [-0.797, 3.839, -5.365], [-1.326, 5.860, -7.697], [-1.196, 7.541, -8.197], [0.187, 6.460, -8.389], [-1.023, 7.366, -5.724], [0.458, 8.002, -6.421], [0.987, 6.327, -4.681], [1.528, 5.750, -6.257], [2.962, -2.324, 5.058], [3.479, -2.569, 6.470], [2.478, -3.337, 7.339], [1.222, -2.580, 7.476], [0.243, -1.987, 7.578], [2.064, -1.705, 5.067], [3.709, -1.801, 4.461], [2.726, -3.265, 4.558], [3.716, -1.612, 6.939], [4.409, -3.139, 6.418], [2.889, -3.507, 8.336], [2.258, -4.309, 6.887], [0.766, -8.397, 8.376], [-0.078, -8.303, 7.109], [0.767, -8.232, 5.833], [1.633, -7.043, 5.847], [2.303, -6.113, 5.855], [1.391, -7.513, 8.505], [0.126, -8.476, 9.255], [1.416, -9.275, 8.351], [-0.721, -7.424, 7.170], [-0.732, -9.175, 7.047], [0.125, -8.180, 4.954], [1.396, -9.119, 5.738], [4.447, -3.046, -0.595], [3.425, -3.864, -1.369], [3.516, -5.371, -1.095], [4.832, -5.909, -1.482], [5.857, -6.328, -1.784], [5.470, -3.308, -0.874], [4.306, -1.986, -0.804], [4.335, -3.196, 0.482], [3.552, -3.679, -2.438], [2.424, -3.520, -1.103], [2.751, -5.907, -1.658], [3.359, -5.574, -0.034]],
  "forces_ev_per_a": [[0.30, 0.05, 0.84], [-0.38, 0.28, -0.64], [-0.30, -0.11, -0.01], [0.66, 0.94, 0.00], [0.25, -1.43, 1.28], [0.00, 0.50, -0.57], [-0.73, 0.20, 0.14], [-0.23, -0.36, -0.30], [0.12, -0.06, 0.76], [-0.80, 0.01, -0.45], [1.59, 0.60, -0.59], [-0.49, -0.85, 0.02], [-1.01, -0.15, -0.11], [1.19, 0.45, 0.16], [0.47, -0.52, 0.86], [-0.64, 0.52, -0.17], [-0.68, -0.40, 0.00], [0.21, 0.25, -0.43], [-0.38, -0.08, 0.21], [0.27, -0.05, -0.20], [0.07, -0.21, -0.01], [-0.14, -0.01, -0.21], [-0.12, -0.11, 0.03], [-0.22, 0.24, -0.27], [-0.12, -0.03, -0.37], [0.04, 0.28, 0.02], [0.19, -0.13, 0.01], [0.10, 0.07, -0.25], [0.35, -0.29, 0.15], [0.05, -0.12, 0.04], [0.06, 0.08, 0.04], [0.21, 0.17, -0.07], [0.04, -0.02, -0.08], [0.10, 0.33, -0.15], [0.08, 0.18, -0.39], [0.52, -0.22, -0.03], [0.02, -0.05, 0.43], [0.24, 0.06, 0.18], [-0.19, 0.17, 0.10], [0.04, -0.08, 0.00], [0.05, 0.27, 0.08], [0.22, 0.09, -0.16], [-0.32, 0.00, 0.18], [-0.60, -0.15, 0.19], [0.01, -0.07, -0.01], [-0.03, 0.01, 0.05], [-0.10, -0.01, -0.27], [-0.03, -0.09, -0.03], [-0.02, -0.09, 0.00], [0.01, -0.05, 0.01], [0.02, -0.01, 0.02], [-0.01, 0.06, -0.02], [-0.18, 0.09, 0.11], [-0.01, 0.27, 0.23], [0.06, -0.24, -0.36], [-0.14, -0.06, 0.13], [0.03, -0.05, -0.02], [-0.02, -0.02, 0.00], [0.00, -0.01, 0.03], [0.07, -0.05, -0.04], [0.06, -0.06, -0.04], [0.04, -0.08, 0.01], [0.06, -0.06, 0.00], [0.03, -0.04, -0.08], [-0.03, -0.03, 0.31], [-0.22, -0.16, 0.17], [0.34, 0.05, -0.09], [-0.12, 0.03, -0.03], [-0.01, 0.05, -0.04], [0.04, 0.04, 0.02], [0.07, -0.17, 0.00], [0.02, 0.01, -0.10], [0.00, 0.03, -0.11], [-0.03, 0.05, -0.05], [-0.04, 0.04, 0.01], [-0.03, 0.05, 0.01], [-0.09, 0.06, -0.21], [-0.30, -0.02, 0.02], [0.35, 0.14, 0.07], [-0.12, 0.15, -0.19], [0.05, -0.03, 0.02], [0.02, 0.00, -0.02], [-0.01, -0.02, -0.01], [0.05, -0.01, 0.07], [0.04, -0.03, 0.08], [0.04, -0.08, 0.02], [0.01, -0.05, 0.01], [0.10, 0.01, -0.01], [0.04, 0.09, -0.22], [-0.13, 0.24, -0.04], [0.20, -0.27, 0.08], [-0.05, 0.05, 0.01], [-0.03, -0.05, 0.04], [-0.05, 0.00, -0.04], [-0.02, 0.00, 0.01], [0.01, -0.03, 0.05], [-0.04, -0.06, 0.09], [-0.08, -0.01, 0.03], [0.02, 0.32, 0.15], [-0.04, 0.00, 0.00], [0.00, -0.04, 0.25], [-0.04, 0.25, 0.18], [-0.11, -0.30, -0.23], [0.05, -0.21, -0.07], [0.02, -0.01, -0.04], [0.01, -0.02, 0.00], [0.01, 0.01, 0.01], [-0.01, -0.01, -0.09], [0.00, 0.01, -0.10], [0.06, 0.02, -0.05], [0.04, 0.02, -0.02], [0.12, 0.11, -0.01], [0.08, 0.21, 0.08], [0.19, 0.14, -0.22], [-0.32, -0.02, 0.17], [0.07, -0.04, -0.05], [-0.03, -0.12, 0.02], [-0.09, -0.02, 0.09], [0.00, 0.02, 0.00], [-0.06, -0.05, -0.02], [-0.02, -0.04, -0.04], [0.02, -0.08, 0.03], [0.04, -0.02, 0.02]],
  "total_charge": -1,
  "homo_lumo_gap_ha": 0.248,
  "e_lumo_ev": 1.860,
  "e_homo_ha": -0.18003,
  "energy_ha": -3274.45392
}